Model one:
DFT (ωB97M-V with the def2-TZVPD basis set) results for a single C20H20N4 molecule.

Properties
Multiplicity: 1
Gap between HOMO and LUMO (eV): 7.3

```
44
C20H20N4 ωB97M-V with the def2-TZVPD basis set
C -1.97 -1.50 2.48
C -0.93 -2.23 1.63
C -1.59 -2.99 0.48
C -0.57 -3.55 -0.53
H -0.93 -4.50 -0.92
H 0.38 -3.73 -0.03
C -0.35 -2.62 -1.72
N 0.14 -1.33 -1.33
C -0.58 -0.23 -1.05
N -1.88 -0.05 -1.14
C -2.28 1.18 -0.76
C -3.66 1.48 -0.81
C -4.11 2.72 -0.43
C -3.21 3.71 0.01
C -1.87 3.45 0.06
C -1.37 2.19 -0.32
N -0.04 1.98 -0.25
C 0.36 0.78 -0.61
C 1.63 0.12 -0.68
N 1.45 -1.12 -1.10
C 2.93 0.65 -0.35
C 3.06 1.97 0.10
C 4.31 2.47 0.41
C 5.44 1.68 0.28
C 5.32 0.37 -0.17
C 4.07 -0.14 -0.48
H 3.96 -1.16 -0.82
H 6.20 -0.25 -0.27
H 6.41 2.08 0.52
H 4.40 3.49 0.75
H 2.18 2.58 0.19
H -1.16 4.20 0.39
H -3.59 4.67 0.30
H -5.17 2.94 -0.46
H -4.34 0.71 -1.14
H -1.29 -2.46 -2.25
H 0.39 -3.06 -2.40
H -2.28 -2.32 -0.05
H -2.18 -3.80 0.90
H -0.22 -1.50 1.25
H -0.38 -2.93 2.26
H -1.50 -0.98 3.31
H -2.69 -2.21 2.88
H -2.51 -0.77 1.88
```

***

Model two:
DFT (ωB97M-V with the def2-TZVPD basis set) results for 4 unconnected molecules or ions with the total composition C20H20N4.

Properties
Multiplicity: 1
Gap between HOMO and LUMO (eV): 10.2

```
44
C20H20N4 ωB97M-V with the def2-TZVPD basis set
N -0.95 2.92 0.61
C -2.18 2.38 0.26
C -3.32 3.16 -0.05
C -3.24 4.54 0.01
C -1.98 5.09 0.32
C -0.94 4.29 0.71
H -2.16 1.34 -0.03
H -4.21 2.61 -0.29
H -4.11 5.14 -0.22
H -1.86 6.15 0.45
H -0.05 4.72 1.13
N -5.60 -2.25 2.98
C -6.60 -1.77 3.75
C -6.74 -2.11 5.10
C -5.93 -3.12 5.68
C -4.97 -3.71 4.91
C -4.83 -3.18 3.58
H -7.14 -0.91 3.39
H -7.42 -1.61 5.77
H -6.05 -3.34 6.73
H -4.32 -4.51 5.23
H -4.06 -3.63 2.97
N 7.97 1.61 -1.95
C 7.09 1.94 -1.00
C 5.90 2.67 -1.18
C 5.59 3.08 -2.47
C 6.50 2.79 -3.52
C 7.68 2.10 -3.20
H 7.33 1.56 -0.01
H 5.22 2.83 -0.36
H 4.71 3.68 -2.65
H 6.27 3.12 -4.52
H 8.35 1.79 -3.99
N 1.33 -4.06 -0.98
C 1.89 -2.87 -1.35
C 2.01 -2.40 -2.67
C 1.66 -3.26 -3.64
C 1.10 -4.54 -3.40
C 0.87 -4.85 -2.02
H 2.14 -2.19 -0.55
H 2.29 -1.38 -2.89
H 1.66 -2.88 -4.65
H 0.78 -5.17 -4.22
H 0.33 -5.75 -1.75
```

***

Which one sits at the top of the stability order? model one does.

***

Model one:
DFT (ωB97M-V with the def2-TZVPD basis set) results for 2 unconnected molecules or ions with the total composition C2H5ClN2S.

Properties
Multiplicity: 1
Gap between HOMO and LUMO (spin up / spin down) (eV): 7.5 / 7.5

```
11
C2H5ClN2S ωB97M-V with the def2-TZVPD basis set
C 0.70 -0.37 0.21
C -1.95 -0.07 -0.27
N 0.04 1.64 0.01
N 1.93 -0.84 0.14
S -0.66 -1.42 0.06
Cl 3.31 0.15 -0.28
H -2.88 -0.64 -0.12
H -1.85 0.03 -1.28
H -1.59 0.93 0.11
H 0.59 2.16 0.67
H 2.36 -1.58 0.76
```

***

Model two:
DFT (ωB97M-V with the def2-TZVPD basis set) results for a single C2H5ClN2S molecule.

Properties
Multiplicity: 1
Gap between HOMO and LUMO (eV): 5.2

```
11
C2H5ClN2S ωB97M-V with the def2-TZVPD basis set
C 1.22 -0.25 0.35
C 0.32 0.81 -0.46
N 0.85 -1.54 0.06
N -2.14 0.08 -0.54
S -1.24 1.07 0.34
Cl -3.61 -0.44 0.07
H 2.22 -0.08 -0.06
H 1.18 0.07 1.40
H 0.85 1.77 -0.47
H 0.14 0.44 -1.46
H 0.22 -1.94 0.76
```

***

Which one sits at the top of the stability order? model two does.

***

Model one:
DFT (ωB97M-V with the def2-TZVPD basis set) results for 2 unconnected molecules or ions with the total composition C6H7ClN2O2.

Properties
Multiplicity: 1
Gap between HOMO and LUMO (spin up / spin down) (eV): 7.8 / 7.8

```
18
C6H7ClN2O2 ωB97M-V with the def2-TZVPD basis set
C 2.01 -0.96 0.62
C 0.87 -1.13 -0.12
C 1.58 1.23 0.74
C -2.51 0.15 0.02
C 0.56 1.08 -0.19
C -1.34 -0.38 -0.83
N 2.37 0.24 1.08
N -0.03 -0.15 -0.17
O -2.21 0.33 1.40
O -3.57 0.33 -0.41
Cl -0.45 2.45 -0.74
H 2.70 -1.73 0.63
H 0.57 -2.15 -0.39
H 2.01 2.25 0.94
H 1.70 -0.31 -1.52
H -1.46 0.08 -1.88
H -1.55 -1.40 -0.82
H -1.26 0.06 1.64
```

***

Model two:
DFT (ωB97M-V with the def2-TZVPD basis set) results for a single C6H7ClN2O2 molecule.

Properties
Multiplicity: 1
Gap between HOMO and LUMO (eV): 8.4

```
18
C6H7ClN2O2 ωB97M-V with the def2-TZVPD basis set
C 1.76 -1.09 0.71
C 0.41 -1.12 1.08
C 1.97 0.50 -1.01
C -2.49 0.41 -0.30
C 1.36 1.70 -0.77
C -1.90 -0.98 0.36
N 2.44 -0.38 -0.10
N -0.46 -0.90 0.22
O -1.58 1.06 -0.99
O -3.58 0.77 -0.04
Cl 0.96 2.37 0.77
H 2.44 -1.69 1.26
H 0.22 -1.26 2.21
H 2.42 0.54 -1.92
H 1.13 2.34 -1.58
H -2.20 -1.66 -0.49
H -2.25 -1.27 1.34
H -0.65 0.67 -0.75
```

***

Which one sits at the top of the stability order? model two does.

***

Model one:
DFT (ωB97M-V with the def2-TZVPD basis set) results for a single C3H7NS2 molecule.

Properties
Multiplicity: 1
Gap between HOMO and LUMO (eV): 9.1

```
13
C3H7NS2 ωB97M-V with the def2-TZVPD basis set
C -2.61 0.01 0.45
C 0.86 0.62 0.13
C 2.15 -0.16 0.09
H -3.63 0.55 0.82
H -1.82 -0.66 1.26
H -2.88 -0.67 -0.41
H 0.98 1.65 -0.56
H 3.09 0.33 0.53
H 1.71 -1.15 0.65
H 1.44 -1.57 -1.62
N -0.29 0.11 0.38
S -1.44 1.45 0.01
S 2.44 -0.51 -1.71
```

***

Model two:
DFT (ωB97M-V with the def2-TZVPD basis set) results for 2 unconnected molecules or ions with the total composition C3H7NS2.

Properties
Multiplicity: 1
Gap between HOMO and LUMO (eV): 8.9

```
13
C3H7NS2 ωB97M-V with the def2-TZVPD basis set
C -0.82 0.16 0.41
C -1.62 0.22 -0.62
C 0.12 -0.19 2.63
N 0.08 -0.11 1.21
S 1.58 -0.56 -3.47
S 1.46 1.03 -2.09
H 2.22 0.37 -0.97
H -1.97 -0.65 -1.14
H -1.62 1.10 -1.32
H -0.85 0.09 3.09
H 0.87 0.44 3.07
H 0.27 -1.29 2.96
H 0.26 -0.63 -3.75
```

***

Model three:
DFT (ωB97M-V with the def2-TZVPD basis set) results for a single C3H7NS2 molecule.

Properties
Multiplicity: 1
Gap between HOMO and LUMO (eV): 8.5

```
13
C3H7NS2 ωB97M-V with the def2-TZVPD basis set
C -0.77 -0.48 -1.99
C 0.40 -0.05 -1.11
C -0.06 0.16 0.34
H -0.40 -0.38 -3.04
H -1.70 0.08 -1.82
H -0.89 -1.52 -1.83
H 0.73 0.91 -1.40
H 2.12 -0.87 -0.36
H 1.11 -1.99 -1.01
H -0.28 1.79 2.02
N 1.42 -1.05 -1.11
S -0.15 1.87 0.69
S -0.35 -1.15 1.29
```

***

Which one sits at the top of the stability order? model three does.

***

Model one:
DFT (ωB97M-V with the def2-TZVPD basis set) results for a gas-phase ion, C2H7N3P (charge +1).

Properties
Multiplicity: 1
Charge: +1
Gap between HOMO and LUMO (eV): 10.6

```
13
C2H7N3P ωB97M-V with the def2-TZVPD basis set
C 0.09 0.22 -0.75
C -0.66 0.04 1.49
N -0.51 0.78 0.29
N 0.41 -1.04 -0.54
N 0.18 0.77 -1.97
P 0.07 -1.70 1.11
H -0.18 0.44 2.37
H -1.58 -0.21 1.84
H -0.52 1.73 0.41
H 0.48 -1.65 -1.41
H 0.43 1.77 -1.91
H 0.49 0.28 -2.82
H 1.31 -1.41 1.88
```

***

Model two:
DFT (ωB97M-V with the def2-TZVPD basis set) results for a molecular structure, C2H7N3P.

Properties
Multiplicity: 1
Charge: +1
Gap between HOMO and LUMO (spin up / spin down) (eV): 7.5 / 7.5

```
13
C2H7N3P ωB97M-V with the def2-TZVPD basis set
C 0.05 0.56 0.75
C 0.64 -0.82 0.82
N -1.99 1.39 -0.21
N -0.63 -0.65 -1.41
N -1.00 0.73 -0.23
P 0.73 -1.55 -0.97
H -0.41 0.71 1.80
H 0.80 1.30 0.60
H 1.62 -0.77 1.28
H -0.02 -1.44 1.45
H -2.67 1.70 -1.00
H -1.17 -0.69 -2.35
H 1.97 -0.87 -1.60
```

***

Model three:
DFT (ωB97M-V with the def2-TZVPD basis set) results for a gas-phase ion, C2H7N3P (charge +1).

Properties
Multiplicity: 1
Charge: +1
Gap between HOMO and LUMO (spin up / spin down) (eV): 8.0 / 7.7

```
13
C2H7N3P ωB97M-V with the def2-TZVPD basis set
C 0.02 -0.54 -0.73
C -0.81 -1.17 0.38
N 0.01 1.17 1.20
N 0.62 0.69 -0.27
N 1.23 1.56 -1.01
P -1.05 0.11 1.76
H 0.95 -1.32 -0.92
H -0.58 -0.50 -1.71
H -1.92 -1.51 0.11
H -0.36 -2.01 0.77
H 0.86 1.78 -1.89
H 1.61 2.35 -0.48
H -0.60 -0.59 2.79
```

***

Model four:
DFT (ωB97M-V with the def2-TZVPD basis set) results for a gas-phase ion, C2H7N3P (charge +1).

Properties
Multiplicity: 1
Charge: +1
Gap between HOMO and LUMO (spin up / spin down) (eV): 7.6 / 7.0

```
13
C2H7N3P ωB97M-V with the def2-TZVPD basis set
C -0.90 0.57 0.03
C -0.01 0.39 1.31
N -1.33 -0.82 -1.78
N 1.25 -1.12 -0.11
N -0.71 -0.49 -0.82
P 1.68 0.11 0.80
H -1.95 0.60 0.37
H -0.52 1.54 -0.48
H -0.10 1.30 1.92
H -0.35 -0.62 1.71
H -1.00 -1.57 -2.45
H 1.86 -1.34 -0.94
H 2.08 1.45 0.44
```

***

Which one sits at the top of the stability order? model one does.

***

Model one:
DFT (ωB97M-V with the def2-TZVPD basis set) results for a single CHN3O2 molecule.

Properties
Multiplicity: 1
Gap between HOMO and LUMO (eV): 9.8

```
7
CHN3O2 ωB97M-V with the def2-TZVPD basis set
O 0.51 1.40 -1.38
C 0.56 0.54 -0.54
N -0.75 0.09 0.07
N -0.59 -0.89 0.90
N 0.48 -1.31 1.16
O 1.47 -0.16 0.02
H -1.69 0.34 -0.22
```

***

Model two:
DFT (ωB97M-V with the def2-TZVPD basis set) results for a single CHN3O2 molecule.

Properties
Multiplicity: 1
Gap between HOMO and LUMO (eV): 11.1

```
7
CHN3O2 ωB97M-V with the def2-TZVPD basis set
C -0.09 0.07 0.83
H -1.45 -0.71 -0.37
N -0.66 -0.23 -0.30
N 0.29 -0.33 -1.44
N 1.15 0.44 -1.01
O -0.39 0.15 1.95
O 1.14 0.60 0.32
```

***

Model three:
DFT (ωB97M-V with the def2-TZVPD basis set) results for a single CHN3O2 molecule.

Properties
Multiplicity: 1
Gap between HOMO and LUMO (eV): 11.7

```
7
CHN3O2 ωB97M-V with the def2-TZVPD basis set
O 1.88 -0.71 0.00
C 0.70 -0.53 -0.07
N 0.07 0.69 0.30
N -1.23 0.68 0.06
N -1.62 -0.40 -0.37
O -0.32 -1.30 -0.47
H 0.52 1.56 0.54
```

***

Which one sits at the top of the stability order? model three does.